Molecular formula: C61H63As3F6N4O11SSn
Method: DFT, wB97M-V/def2-TZVPD

Geometry as XYZ:
```
150
Properties=species:S:1:pos:R:3:forces:R:3
Sn -0.364608 0.559180 0.778005 -0.5 -0.3 0.5
C -1.455758 -1.378403 -3.835960 0.1 0.0 0.0
As -1.059996 -2.140885 -2.055201 -0.3 -0.4 -0.6
C -2.539076 -3.492069 -2.309761 0.3 0.2 0.2
C 0.523336 -3.217449 -2.706305 -0.2 0.1 0.0
C 1.190356 -4.318122 -1.852697 0.2 -0.1 0.0
C 2.000541 -5.223026 -2.802421 -0.1 0.1 0.1
C 2.172690 -3.748476 -0.825313 -0.1 0.2 0.1
As 1.460752 -2.424351 0.534161 0.6 -0.7 0.0
C 3.251238 -1.809069 1.041509 0.1 0.0 0.0
C 1.361059 -3.666564 2.082182 -0.1 0.1 -0.1
C 0.108404 -5.150888 -1.160820 -0.1 0.0 0.1
As 0.407028 -7.074049 -0.797420 -0.2 -0.1 0.2
C 1.130737 -7.080973 1.038816 0.0 0.1 -0.1
C -1.461069 -7.380937 -0.228981 0.0 0.0 0.0
H -1.555052 -2.154032 -4.598876 0.0 -0.1 0.1
H -0.666611 -0.690526 -4.113081 0.1 0.1 0.0
H -2.387795 -0.818095 -3.780119 0.0 0.0 0.1
H -2.371918 -4.110161 -3.192634 0.1 0.0 -0.1
H -3.455493 -2.923532 -2.467483 0.0 0.1 0.0
H -2.690495 -4.135826 -1.446927 0.0 0.0 0.1
H 1.266867 -2.448968 -2.937876 0.0 0.1 -0.1
H 0.221908 -3.672574 -3.658224 -0.1 0.1 0.0
H 2.709179 -4.633873 -3.384344 0.0 0.1 -0.1
H 1.340668 -5.761148 -3.487905 0.0 0.0 0.0
H 2.562734 -5.966754 -2.225939 0.0 0.1 -0.1
H 2.964348 -3.213944 -1.362487 0.0 0.0 0.0
H 2.649735 -4.588496 -0.299634 0.0 0.2 0.1
H 3.903436 -2.643139 1.311438 -0.1 0.0 0.0
H 3.132328 -1.150037 1.897366 0.0 0.1 0.1
H 3.698681 -1.244357 0.228543 0.0 0.0 -0.1
H 2.046566 -4.509465 1.981396 0.0 0.1 -0.1
H 0.348312 -4.034228 2.246481 -0.1 0.0 -0.1
H 1.640443 -3.095617 2.963186 0.0 0.1 0.1
H -0.753791 -5.181209 -1.831238 -0.1 -0.1 0.1
H -0.199395 -4.630253 -0.245875 -0.2 -0.2 0.0
H 2.199222 -6.871627 1.045053 0.0 0.1 0.0
H 0.979440 -8.064593 1.487691 0.0 0.0 -0.1
H 0.617483 -6.337703 1.641846 0.0 0.1 0.1
H -2.135719 -7.338533 -1.083834 0.1 0.0 -0.1
H -1.761888 -6.615755 0.485336 0.0 0.1 0.1
H -1.571953 -8.358781 0.240717 0.1 0.0 0.0
C -3.686183 -1.557304 7.090197 0.1 -0.2 -0.1
C -3.973880 -2.770059 6.201974 -0.3 0.0 0.6
C -5.485410 -2.949654 6.072593 0.2 -0.3 0.0
C -5.800912 -4.102992 5.133297 0.0 0.2 0.1
C -5.203941 -3.791906 3.792386 -0.1 -0.1 0.1
C -5.790856 -4.246104 2.632316 0.2 0.2 -0.1
C -5.211628 -3.949440 1.403296 0.2 0.1 0.0
F -5.802169 -4.437912 0.286177 0.1 0.1 0.1
C -4.071187 -3.195663 1.313997 -0.2 -0.2 -0.1
C -3.456853 -2.734796 2.480929 -0.2 -0.1 0.2
C -2.205622 -1.961849 2.349227 -0.2 -0.1 0.4
O -1.821832 -1.603626 1.233168 0.0 0.2 -0.2
C -1.515314 -1.790020 3.596955 0.6 0.2 -0.1
C -2.119174 -2.114830 4.761920 -0.2 0.0 -0.1
N -3.378293 -2.612255 4.879063 0.4 0.2 0.0
C -4.020411 -3.028879 3.737936 -0.2 -0.2 -0.9
C -0.045831 -1.346328 3.700614 -0.8 -0.4 0.2
O 0.551472 -1.740798 4.700856 0.3 0.0 0.4
O 0.419316 -0.676742 2.751166 0.2 0.7 -0.8
H -4.335786 -1.593989 7.962764 0.0 0.0 0.1
H -3.884343 -0.639147 6.541970 0.0 0.1 -0.1
H -2.657678 -1.538600 7.435819 0.1 0.1 0.0
H -3.542542 -3.672372 6.666750 -0.1 0.1 0.0
H -5.916335 -2.031005 5.669762 0.0 0.1 0.1
H -5.907072 -3.127030 7.063440 0.1 0.1 0.0
H -6.879077 -4.245088 5.045294 0.0 -0.1 0.0
H -5.372849 -5.031647 5.525947 0.0 0.0 0.0
H -6.695060 -4.835829 2.668009 -0.1 0.0 0.0
H -3.614880 -2.947047 0.367667 0.0 0.0 -0.1
H -1.543054 -1.994886 5.667299 0.0 0.1 0.1
C 6.793009 3.262160 -2.561312 0.0 0.0 -0.1
C 5.328936 2.937977 -2.614581 0.0 0.1 0.2
C 4.415154 3.779637 -1.992231 0.1 0.0 -0.2
C 3.067632 3.467949 -1.970086 -0.1 0.0 -0.1
C 2.616155 2.322368 -2.597566 -0.2 0.0 0.1
C 3.513162 1.494226 -3.247871 -0.2 -0.1 -0.1
C 4.862791 1.793083 -3.251142 0.0 0.1 0.1
S 0.876857 1.774329 -2.475419 0.7 2.4 -0.8
C 0.290572 3.255890 -3.460943 0.0 -0.7 0.6
O 0.820585 0.682855 -3.452049 -0.1 -1.3 -0.6
H 6.987840 3.964372 -1.752605 0.1 0.0 0.0
H 7.120361 3.710435 -3.500225 0.1 0.1 0.0
H 7.384374 2.363581 -2.392068 0.1 0.0 0.0
H 4.775111 4.668034 -1.493300 0.0 0.1 0.1
H 2.371692 4.099823 -1.440892 -0.1 0.1 0.1
H 3.123652 0.609701 -3.729888 0.0 -0.1 0.0
H 5.563080 1.126435 -3.737051 0.1 -0.1 0.0
H 0.887720 3.351610 -4.360518 0.2 -0.1 -0.1
H 0.357412 4.145503 -2.845645 0.0 0.2 0.1
H -0.742949 3.050771 -3.714343 -0.2 0.0 0.0
O -3.998305 1.616661 3.280746 -0.1 0.1 0.4
C -3.591465 1.502773 2.128520 -0.6 -0.1 -0.2
O -2.403496 1.512816 1.712849 1.1 -0.2 -0.4
C -4.665935 1.278328 1.055976 0.2 -0.1 0.2
C -4.524312 0.216463 0.166436 0.0 0.2 0.2
C -5.546377 -0.105674 -0.701868 -0.4 0.0 -0.2
C -6.705930 0.669739 -0.716747 1.2 0.3 1.0
C -6.830403 1.773956 0.128653 -0.1 -0.2 -0.3
C -5.816909 2.064300 1.018163 0.1 -0.1 -0.1
N -7.785814 0.329823 -1.580810 -0.8 -0.3 -0.5
O -8.796290 1.017776 -1.544833 0.0 0.1 -0.1
O -7.680276 -0.652578 -2.294336 0.1 -0.1 -0.1
H -3.592262 -0.334845 0.158327 0.0 -0.1 0.0
H -5.452914 -0.936291 -1.382718 0.0 -0.1 -0.1
H -7.723754 2.375891 0.069793 0.0 0.0 0.0
H -5.906648 2.909417 1.684693 0.0 0.0 0.1
O 2.090953 0.663170 -0.467079 0.0 -0.4 0.2
C 2.584324 1.335488 0.440527 0.7 -0.1 -0.2
N 3.911177 1.667218 0.493432 0.5 0.0 0.1
C 4.210206 2.423640 1.677168 -0.6 0.0 0.1
C 2.753167 2.430053 2.341037 0.8 0.0 -0.2
O 2.539411 2.977550 3.394756 -0.1 0.2 0.4
N 1.920481 1.819675 1.501684 -1.5 -0.3 0.1
C 4.551225 3.868761 1.379160 0.2 0.3 -0.1
C 3.533668 4.752251 1.022264 0.2 0.1 0.2
C 3.814364 6.076660 0.744504 -0.1 0.0 -0.1
C 5.116183 6.544575 0.813201 0.1 0.1 -0.1
C 6.135755 5.673501 1.158796 0.1 0.1 -0.1
C 5.856616 4.346715 1.439564 -0.1 -0.2 -0.1
C 5.196354 1.763058 2.592755 0.2 -0.2 0.2
C 5.849733 0.579239 2.265787 -0.1 0.3 -0.1
C 6.741390 0.003149 3.153308 0.2 -0.1 0.1
C 6.992127 0.595536 4.379597 0.1 0.0 0.0
C 6.336941 1.771378 4.715293 0.1 0.0 0.1
C 5.450131 2.351676 3.829935 -0.1 0.0 -0.1
H 4.546483 1.537597 -0.274085 -0.1 0.0 -0.2
H 2.512650 4.406862 0.979411 -0.1 -0.1 0.0
H 3.013273 6.749813 0.473133 -0.1 0.0 0.0
H 5.333166 7.578985 0.585139 0.0 0.1 0.0
H 7.158435 6.024860 1.199020 0.1 0.0 0.0
H 6.664477 3.678498 1.709435 0.0 0.0 0.0
H 5.662384 0.111609 1.311397 -0.1 -0.1 -0.1
H 7.243788 -0.916343 2.882803 0.0 0.0 0.0
H 7.697044 0.148651 5.068086 0.0 0.0 0.0
H 6.521176 2.239896 5.672458 0.0 0.0 0.1
H 4.922269 3.260018 4.076694 0.0 0.1 0.1
F -5.000736 5.646228 -1.418451 0.1 -0.1 0.0
C -4.140217 4.597540 -1.418744 0.1 0.0 0.0
C -2.888997 4.704741 -0.816559 -0.3 0.2 0.0
F -2.544376 5.877017 -0.236961 0.0 -0.2 -0.1
C -2.018901 3.638479 -0.824560 0.1 -0.3 -0.1
F -0.794364 3.774425 -0.256490 -0.2 0.1 0.0
C -2.322168 2.375361 -1.414801 -1.1 1.1 0.0
O -1.526992 1.401875 -1.394035 0.4 -1.0 0.1
C -3.599228 2.343520 -2.048726 0.2 -0.2 0.0
F -3.974938 1.214865 -2.697664 0.1 0.2 0.0
C -4.482058 3.402119 -2.035473 -0.1 0.3 0.0
F -5.687021 3.295673 -2.639775 0.2 0.0 0.1
```
Forces are in eV/Å.

Output
net charge	-2
gap between HOMO and LUMO	6.43	eV
HOMO level	-2.907	eV
energy above the lowest of the compared OMol25 structures with the same formula, charge and spin	100.7	kJ/mol